Record 1
Molecular formula: C6H17N2
Method: DFT, ωB97M-V with the def2-TZVPD basis set

The largest force on an atom is 0.68 eV Å⁻¹. The net charge is +1. The HOMO energy is -13.19 eV. Its HOMO-LUMO gap is 0.3734 hartree. The energy above the lowest of the compared OMol25 structures with the same formula, charge and spin comes out at 22.6 kcal/mol. As for the spin multiplicity: 1.

Atoms and positions in Å:
N  -2.51  -2.94  0.47
N  0.11  -0.80  -1.06
C  1.77  1.43  0.63
C  -1.38  -2.21  0.21
C  0.54  2.10  0.03
C  -1.17  -1.51  -0.91
C  1.58  0.99  2.08
C  0.70  2.49  -1.45
H  -3.32  -2.71  -0.08
H  0.72  -1.19  -1.79
H  -0.64  -2.24  1.00
H  2.60  2.14  0.59
H  0.92  1.65  -2.10
H  0.64  -0.76  -0.19
H  -0.03  0.19  -1.27
H  -1.85  -1.39  -1.74
H  -2.72  -3.04  1.45
H  2.11  0.58  0.02
H  1.52  3.21  -1.54
H  -0.21  2.96  -1.84
H  0.72  0.31  2.19
H  -0.37  1.48  0.17
H  2.46  0.48  2.46
H  1.38  1.87  2.69
H  0.35  3.00  0.62



Record 2
Molecular formula: C31H25FO3P
Method: DFT, ωB97M-V with the def2-TZVPD basis set

The largest force on an atom is 3.87 eV Å⁻¹. The net charge is +1. The HOMO energy is -10.91 eV. Its HOMO-LUMO gap is 0.1905 hartree. The energy above the lowest of the compared OMol25 structures with the same formula, charge and spin comes out at 62.4 kcal/mol. As for the spin multiplicity: 1.

Atoms and positions in Å:
P  0.32  0.88  -0.97
F  -1.74  -2.15  4.17
O  -1.15  0.58  -0.25
O  0.22  -0.45  -2.00
O  1.27  0.72  0.39
C  -2.67  3.81  0.61
C  -1.14  -1.34  -3.75
C  2.70  4.12  2.28
C  -1.71  1.25  -4.65
C  -0.44  -1.91  3.78
C  -3.97  3.40  0.89
C  -4.34  2.07  0.67
C  2.44  4.15  0.90
C  1.83  -3.72  -2.44
C  -2.41  0.16  -5.18
C  0.55  -3.82  0.06
C  -2.10  -1.13  -4.75
C  2.57  2.93  3.00
C  -1.71  2.90  0.15
C  0.46  -4.90  -0.82
C  1.85  -1.56  4.37
C  1.28  -2.65  -0.31
C  1.93  -2.65  -1.58
C  1.09  -4.86  -2.06
C  -2.08  1.56  0.04
C  1.20  -1.63  2.00
C  0.52  -1.74  4.78
C  1.52  -1.56  0.58
C  2.03  2.99  0.22
C  1.85  1.84  0.99
C  -0.13  -1.88  2.42
C  -0.76  1.07  -3.64
C  -3.39  1.14  0.25
C  2.16  1.76  2.34
C  -0.54  -0.23  -3.16
C  2.18  -1.53  3.02
H  2.78  2.88  4.06
H  1.01  -5.70  -2.75
H  -2.62  -1.98  -5.18
H  -4.71  4.12  1.26
H  -3.65  0.09  0.10
H  3.01  5.04  2.78
H  2.64  -1.51  5.13
H  -0.08  -5.79  -0.51
H  3.23  -1.44  2.73
H  0.16  -3.90  1.07
H  -2.38  4.85  0.76
H  -0.90  -2.08  1.68
H  2.05  0.82  2.88
H  1.84  2.98  -0.86
H  -0.69  3.23  -0.08
H  -0.21  1.92  -3.22
H  2.60  -1.82  -1.82
H  2.36  -3.69  -3.39
H  -1.90  2.26  -5.02
H  -3.18  0.34  -5.93
H  0.24  -1.74  5.83
H  -0.88  -2.35  -3.41
H  -5.36  1.75  0.84
H  2.55  5.07  0.34
H  2.39  -0.98  0.30



Record 3
Molecular formula: C3HNO3
Method: DFT, ωB97M-V with the def2-TZVPD basis set

The largest force on an atom is 2.80 eV Å⁻¹. The HOMO energy is -11.80 eV. Its HOMO-LUMO gap is 0.4168 hartree. The energy above the lowest of the compared OMol25 structures with the same formula, charge and spin comes out at 14.7 kcal/mol. As for the SMILES: N#CC(=O)OC=O. As for the spin multiplicity: 1.

Atoms and positions in Å:
O  -1.44  0.59  -0.14
O  -0.02  -1.08  -0.39
O  1.56  -1.19  1.10
N  1.13  2.06  0.76
C  -1.12  -0.30  -0.81
C  0.75  -0.52  0.53
C  0.83  0.95  0.67
H  -1.69  -0.53  -1.73